1.
Density functional theory data (wB97M-V/def2-TZVPD) for a molecular structure, C40H42AsN3O3TeV in a non-equilibrium geometry.

Geometry (Å):
V  -0.717  1.323  -2.090
O  -0.283  1.404  -3.865
C  -0.939  1.855  -4.937
C  -0.521  1.456  -6.207
C  -1.189  1.895  -7.334
C  -2.295  2.737  -7.222
C  -2.695  3.151  -5.964
C  -2.027  2.738  -4.816
C  -2.420  3.328  -3.519
N  -1.818  3.054  -2.441
N  -2.114  3.833  -1.307
C  -1.348  3.406  -0.335
O  -0.498  2.449  -0.434
C  -1.479  4.064  1.002
C  -0.542  3.761  1.980
C  -0.636  4.341  3.241
C  -1.676  5.214  3.524
C  -2.618  5.514  2.544
C  -2.518  4.940  1.284
H  0.326  0.786  -6.281
H  -0.845  1.580  -8.311
H  -2.825  3.072  -8.104
H  -3.544  3.818  -5.856
H  -3.193  4.098  -3.502
H  0.253  3.065  1.743
H  0.099  4.100  4.001
H  -1.757  5.662  4.507
H  -3.438  6.186  2.767
H  -3.242  5.156  0.509
C  1.694  -3.442  -4.074
As  1.044  -1.687  -3.472
C  2.213  -0.707  -4.720
C  -0.604  -1.801  -4.550
H  1.469  -3.578  -5.134
H  1.218  -4.234  -3.496
H  2.773  -3.511  -3.925
H  2.061  -1.031  -5.753
H  3.246  -0.911  -4.433
H  2.033  0.365  -4.643
H  -0.383  -1.786  -5.620
H  -1.295  -0.997  -4.303
H  -1.079  -2.751  -4.298
C  4.241  -1.081  6.928
C  3.502  -0.893  5.627
C  4.183  -0.737  4.427
C  3.514  -0.560  3.219
C  4.359  -0.418  1.974
C  2.107  -0.530  3.179
Te  0.979  -0.157  1.309
N  -0.514  -0.176  -0.799
C  -1.809  -0.138  -0.807
O  -2.412  0.277  -1.943
C  -2.717  -0.455  0.339
C  -2.572  0.156  1.578
C  -3.434  -0.164  2.620
C  -4.454  -1.087  2.426
C  -4.623  -1.674  1.177
C  -3.761  -1.353  0.138
C  1.511  -2.087  0.635
C  2.623  -2.222  -0.193
C  3.064  -3.470  -0.614
C  2.368  -4.604  -0.225
C  1.234  -4.473  0.567
C  0.785  -3.228  1.006
C  -0.462  -3.149  1.850
C  1.414  -0.670  4.399
C  -0.099  -0.610  4.524
C  2.118  -0.856  5.589
H  5.320  -1.051  6.775
H  3.993  -2.040  7.389
H  3.981  -0.300  7.646
H  5.270  -0.748  4.431
H  5.371  -0.097  2.231
H  3.925  0.300  1.277
H  4.434  -1.373  1.449
H  -1.798  0.899  1.718
H  -3.306  0.311  3.585
H  -5.126  -1.335  3.239
H  -5.432  -2.375  1.011
H  -3.887  -1.796  -0.842
H  3.152  -1.333  -0.511
H  3.943  -3.552  -1.243
H  2.696  -5.586  -0.544
H  0.678  -5.359  0.855
H  -1.022  -4.084  1.793
H  -1.109  -2.334  1.522
H  -0.210  -2.959  2.896
H  -0.590  -0.494  3.563
H  -0.393  0.231  5.159
H  -0.482  -1.517  4.997
H  1.559  -0.964  6.516

## Properties
HOMO-LUMO gap (spin up / spin down)   6.82 / 6.91 eV
E_HOMO (spin up / spin down)   -0.15820 / -0.16170 Eh
2S+1   3
Largest force on an atom   1.69 eV Å⁻¹
Total charge   -1
Expectation value of S²   2.01
Lowest unoccupied orbital energy (spin up / spin down)   2.51 / 2.51 eV


2.
Density functional theory data (wB97M-V/def2-TZVPD) for a molecular structure, C40H42IrN7O4PS2.

Geometry (Å):
Ir  0.143  -0.872  0.992
O  0.092  -2.607  4.144
C  0.535  -1.533  3.750
O  -0.141  -0.693  3.020
C  1.914  -1.127  4.119
C  2.342  -1.213  5.436
C  3.638  -0.844  5.760
C  4.508  -0.418  4.767
C  4.085  -0.345  3.449
C  2.777  -0.692  3.114
P  2.348  -0.616  1.345
C  3.126  0.954  0.899
C  4.268  1.088  0.110
C  4.855  2.335  -0.056
C  4.325  3.449  0.580
C  3.220  3.313  1.410
C  2.627  2.072  1.572
C  3.223  -2.000  0.593
C  3.747  -2.000  -0.703
C  4.381  -3.125  -1.203
C  4.486  -4.269  -0.423
C  3.956  -4.286  0.859
C  3.331  -3.159  1.368
H  1.658  -1.564  6.196
H  3.973  -0.896  6.787
H  5.522  -0.139  5.019
H  4.781  -0.016  2.689
H  4.735  0.232  -0.353
H  5.741  2.429  -0.668
H  4.792  4.416  0.452
H  2.834  4.168  1.949
H  1.804  1.961  2.270
H  3.675  -1.124  -1.334
H  4.796  -3.108  -2.202
H  4.985  -5.146  -0.813
H  4.038  -5.175  1.471
H  2.933  -3.187  2.375
C  -2.667  -5.002  0.363
O  -2.729  -4.296  1.625
C  -1.838  -3.426  2.025
S  -2.192  -2.822  3.545
S  -0.535  -3.125  0.923
H  -3.555  -5.622  0.367
H  -1.766  -5.610  0.329
H  -2.694  -4.292  -0.462
C  0.575  -2.179  -1.810
N  0.092  -0.899  -1.139
C  -1.347  -0.707  -1.608
N  -1.449  -0.679  -3.039
C  -0.942  -1.931  -3.603
N  0.462  -2.126  -3.241
C  1.245  -1.002  -3.754
N  0.764  0.263  -3.196
C  0.884  0.232  -1.766
C  -0.646  0.433  -3.556
H  -0.031  -3.000  -1.433
H  1.609  -2.328  -1.515
H  -1.708  0.239  -1.199
H  -1.927  -1.535  -1.195
H  -1.036  -1.900  -4.687
H  -1.534  -2.767  -3.226
H  1.160  -0.969  -4.840
H  2.296  -1.142  -3.494
H  0.505  1.162  -1.351
H  1.927  0.106  -1.474
H  -0.736  0.468  -4.641
H  -1.023  1.372  -3.143
C  -3.632  2.687  -4.652
C  -4.089  2.788  -3.225
C  -4.129  1.673  -2.397
C  -4.565  1.752  -1.080
C  -4.967  2.975  -0.559
N  -5.420  3.145  0.772
C  -5.266  2.321  1.855
O  -6.063  2.235  2.753
N  -4.084  1.548  1.898
C  -2.823  1.889  1.447
C  -2.440  3.169  1.034
C  -1.150  3.371  0.592
C  -0.244  2.325  0.563
N  -0.597  1.104  0.966
C  -1.851  0.895  1.403
C  -4.947  4.100  -1.381
C  -4.517  4.003  -2.691
H  -3.415  1.653  -4.920
H  -2.734  3.282  -4.827
H  -4.398  3.050  -5.338
H  -3.840  0.708  -2.798
H  -4.635  0.852  -0.483
H  -6.164  3.814  0.908
H  -4.148  0.838  2.613
H  -3.144  3.987  1.071
H  -0.832  4.352  0.268
H  0.764  2.462  0.207
H  -2.091  -0.105  1.761
H  -5.274  5.057  -0.990
H  -4.521  4.891  -3.311

## Properties
HOMO-LUMO gap (spin up / spin down)   5.97 / 5.86 eV
E_HOMO (spin up / spin down)   -0.46934 / -0.46934 Eh
2S+1   2
Largest force on an atom   0.84 eV Å⁻¹
Total charge   +2
Expectation value of S²   0.75
Lowest unoccupied orbital energy (spin up / spin down)   -6.80 / -6.92 eV
Energy above the lowest of the compared OMol25 structures with the same formula, charge and spin   43.36 kcal per mole


3.
Density functional theory data (wB97M-V/def2-TZVPD) for a molecular structure, C40H43AsN4S2V.

Geometry (Å):
V  -0.138  0.182  0.047
C  -3.134  1.159  -0.830
C  -2.958  -0.320  -0.978
C  -4.069  -1.084  -1.401
C  -3.948  -2.429  -1.557
C  -2.699  -3.055  -1.335
C  -2.502  -4.437  -1.541
C  -1.261  -4.977  -1.350
C  -0.184  -4.165  -0.954
C  -0.339  -2.813  -0.738
S  1.035  -1.818  -0.271
C  -1.625  -2.242  -0.923
N  -1.792  -0.890  -0.717
H  -3.705  1.542  -1.677
H  -2.188  1.696  -0.796
H  -3.689  1.385  0.082
H  -5.005  -0.576  -1.591
H  -4.792  -3.032  -1.869
H  -3.341  -5.048  -1.850
H  -1.096  -6.036  -1.501
H  0.793  -4.607  -0.807
C  -4.362  6.632  3.061
C  -3.659  5.324  2.824
C  -2.492  5.257  2.082
C  -1.801  4.063  1.876
C  -0.572  4.140  1.003
C  -2.297  2.892  2.465
As  -1.552  1.091  2.281
N  0.192  1.081  1.634
C  1.379  1.579  2.196
C  1.377  2.574  3.169
C  2.572  3.046  3.693
C  3.784  2.533  3.257
C  3.792  1.536  2.291
C  2.603  1.058  1.766
C  -1.254  0.337  4.064
C  -1.069  1.042  5.257
C  -1.110  2.543  5.424
C  -0.826  0.326  6.431
C  -0.763  -1.053  6.465
C  -0.505  -1.799  7.744
C  -0.966  -1.738  5.271
C  -1.215  -1.078  4.079
C  -1.424  -1.934  2.852
C  -3.521  2.924  3.157
C  -4.168  1.691  3.743
C  -4.171  4.136  3.333
H  -4.024  7.396  2.361
H  -4.165  6.996  4.071
H  -5.442  6.524  2.957
H  -2.100  6.161  1.628
H  -0.755  4.828  0.178
H  -0.290  3.180  0.587
H  0.290  4.515  1.558
H  0.436  2.988  3.504
H  2.551  3.822  4.448
H  4.714  2.900  3.670
H  4.731  1.116  1.953
H  2.617  0.253  1.040
H  -1.380  3.088  4.527
H  -0.136  2.901  5.764
H  -1.835  2.805  6.198
H  -0.680  0.885  7.350
H  -0.240  -1.119  8.553
H  0.308  -2.515  7.620
H  -1.389  -2.360  8.050
H  -0.933  -2.823  5.270
H  -1.492  -2.983  3.140
H  -0.586  -1.848  2.156
H  -2.335  -1.675  2.312
H  -3.961  0.782  3.174
H  -5.249  1.819  3.766
H  -3.830  1.508  4.765
H  -5.110  4.150  3.876
C  4.093  -1.410  -3.793
C  2.630  -1.153  -3.685
C  1.645  -1.960  -4.182
C  0.310  -1.583  -3.991
N  -0.025  -0.487  -3.310
C  0.936  0.252  -2.779
S  0.614  1.603  -1.745
N  2.238  -0.045  -3.020
C  -0.805  -2.397  -4.554
H  4.288  -2.233  -4.475
H  4.491  -1.671  -2.811
H  4.618  -0.523  -4.151
H  1.901  -2.864  -4.716
H  2.926  0.557  -2.585
H  -0.542  -3.452  -4.607
H  -1.022  -2.050  -5.568
H  -1.701  -2.262  -3.952

## Properties
HOMO-LUMO gap (spin up / spin down)   6.58 / 6.96 eV
E_HOMO (spin up / spin down)   -0.36439 / -0.37456 Eh
2S+1   3
Largest force on an atom   0.31 eV Å⁻¹
Total charge   +1
Expectation value of S²   2.02
Lowest unoccupied orbital energy (spin up / spin down)   -3.33 / -3.23 eV
Energy above the lowest of the compared OMol25 structures with the same formula, charge and spin   13.87 kcal per mole